[1]
{"formula": "C7H9NO", "method": "ωB97M-V/def2-TZVPD", "e_tot_ha": -402.041755, "smiles": "COCc1ccccn1", "mol_weight_g_mol": 123.15, "homo_energy_ev": -9.3, "multiplicity": 1, "homo_lumo_gap_ev": 10.33, "relative_energy_kj_mol": 260.6, "symbols": ["C", "C", "C", "C", "C", "C", "C", "H", "H", "H", "H", "H", "H", "H", "H", "H", "N", "O"], "coordinates": [[-3.270, 0.052, -0.336], [-1.114, -0.441, 0.511], [0.294, -0.262, 0.207], [0.872, 1.112, 0.177], [2.241, 1.188, -0.102], [2.944, 0.059, -0.309], [2.312, -1.114, -0.286], [-3.521, 0.578, 0.567], [-3.460, -0.927, -0.311], [-3.697, 0.445, -1.243], [-1.462, -0.024, 1.597], [-1.411, -1.494, 0.598], [0.139, 1.878, 0.482], [2.792, 2.165, -0.236], [4.166, 0.121, -0.333], [2.957, -2.191, -0.440], [1.062, -1.290, 0.004], [-1.845, 0.143, -0.546]], "lowdin_charge": [-0.0607, -0.2262, -0.2668, 0.0345, -0.1108, -0.1489, -0.2146, 0.0875, 0.0400, 0.0934, 0.1692, 0.1199, 0.1150, 0.1240, 0.1632, 0.1651, 0.1015, -0.1855]}

---

[2]
{"formula": "C7H9NO", "method": "ωB97M-V/def2-TZVPD", "e_tot_ha": -401.854963, "mol_weight_g_mol": 123.15, "homo_energy_ev": -7.5, "multiplicity": 1, "homo_lumo_gap_ev": 6.97, "relative_energy_kj_mol": 751.0, "symbols": ["C", "C", "C", "C", "C", "C", "C", "H", "H", "H", "H", "H", "H", "H", "H", "H", "N", "O"], "coordinates": [[2.126, -0.715, -0.351], [0.848, -0.038, -0.123], [0.893, 1.446, -0.246], [-0.427, 1.851, 0.042], [-1.160, 0.675, 0.248], [-2.590, 0.031, 0.195], [-1.551, -1.266, -0.089], [2.911, -0.715, 1.785], [1.900, -1.777, 0.021], [2.773, -0.759, -1.373], [1.815, 2.053, -0.579], [-0.827, 2.818, -0.038], [-3.102, 0.545, -0.695], [-3.116, -0.063, 1.138], [-1.464, -1.949, 0.635], [-1.797, -1.769, -1.072], [-0.385, -0.425, 0.069], [3.153, 0.057, 0.433]], "lowdin_charge": [-0.2807, -0.2860, -0.0076, -0.0466, -0.2610, 0.0062, -0.0495, 0.3157, 0.1086, 0.1551, 0.1311, 0.0762, 0.1224, 0.0792, 0.0602, 0.1336, -0.0229, -0.2339]}

---

[3]
{"formula": "C7H9NO", "method": "ωB97M-V/def2-TZVPD", "e_tot_ha": -401.987576, "smiles": "CC1=C[C@@H]1CCN=C=O", "mol_weight_g_mol": 123.15, "homo_energy_ev": -9.1, "multiplicity": 1, "homo_lumo_gap_ev": 9.87, "relative_energy_kj_mol": 402.9, "symbols": ["C", "C", "C", "C", "C", "C", "C", "N", "O", "H", "H", "H", "H", "H", "H", "H", "H", "H"], "coordinates": [[0.718, -0.999, -2.158], [-1.152, -2.645, -2.329], [0.078, 0.141, -1.351], [0.251, -1.181, 0.936], [-0.611, -0.496, -0.122], [-0.371, -0.061, 1.296], [-0.464, 1.158, 2.149], [-0.185, -1.994, -2.586], [-2.014, -3.430, -2.236], [1.272, -0.381, -2.951], [0.823, 0.753, -1.042], [-0.691, 0.493, -1.926], [0.966, -1.952, 1.248], [-1.648, -1.007, -0.474], [1.332, -1.575, -1.557], [-0.553, 0.824, 3.315], [-1.388, 1.604, 1.908], [0.498, 1.836, 1.988]], "lowdin_charge": [-0.2106, -0.3471, -0.1482, 0.0479, -0.2432, -0.2381, -0.0636, 0.1294, 0.1373, 0.1443, 0.0812, 0.0837, 0.1030, 0.1505, 0.0866, 0.1257, 0.0387, 0.1226]}

---

[4]
{"formula": "C7H9NO2", "method": "ωB97M-V/def2-TZVPD", "e_tot_ha": -477.293608, "smiles": "C=C1C[C@@]2(O)C(=O)NC[C@@H]12", "mol_weight_g_mol": 139.15, "homo_energy_ev": -9.6, "multiplicity": 1, "homo_lumo_gap_ev": 10.43, "relative_energy_kj_mol": 258.1, "symbols": ["C", "C", "C", "C", "C", "C", "C", "N", "O", "O", "H", "H", "H", "H", "H", "H", "H", "H", "H"], "coordinates": [[-0.575, -1.165, 0.106], [1.203, 1.063, 0.411], [-0.628, -2.312, -0.576], [-0.192, -0.849, 1.514], [0.069, 0.647, -1.561], [-0.811, 0.195, -0.442], [-0.208, 0.768, 0.874], [1.282, 1.171, -0.915], [2.110, 1.243, 1.194], [-0.854, 1.892, 1.497], [-0.744, -2.204, -1.666], [-0.168, -3.297, -0.362], [-1.057, -1.012, 2.249], [0.652, -1.194, 1.975], [0.294, -0.292, -2.258], [-0.477, 1.382, -2.104], [-1.830, 0.485, -0.606], [2.107, 1.033, -1.386], [-0.172, 2.445, 2.058]], "lowdin_charge": [-0.3067, -0.4677, 0.0676, 0.0398, -0.1131, -0.2029, -0.2805, 0.1392, 0.0833, -0.0033, 0.0580, 0.0745, 0.1416, 0.0692, 0.1591, 0.1046, 0.1540, 0.1196, 0.1636]}

---

[5]
{"formula": "C7H9NO3", "method": "ωB97M-V/def2-TZVPD", "e_tot_ha": -552.511562, "smiles": "C[N+]1(C)CC(=O)/C(=C/[O-])C1=O", "mol_weight_g_mol": 155.15, "homo_energy_ev": -9.1, "multiplicity": 1, "homo_lumo_gap_ev": 9.34, "relative_energy_kj_mol": 245.6, "symbols": ["C", "C", "C", "C", "C", "C", "C", "N", "O", "O", "O", "H", "H", "H", "H", "H", "H", "H", "H", "H"], "coordinates": [[-1.405, -0.795, -0.268], [-0.457, -1.797, -0.394], [-0.918, 0.510, -0.332], [-2.822, -1.042, -0.167], [1.094, -0.771, -0.656], [0.980, 0.241, 1.449], [1.243, 1.765, -0.423], [0.661, 0.464, 0.001], [-0.412, -3.026, -0.399], [-1.468, 1.535, -0.464], [-3.748, -0.303, 0.052], [-3.064, -2.165, -0.290], [2.007, -1.004, -0.303], [0.993, -0.709, -1.705], [2.022, 0.507, 1.678], [0.418, 0.786, 2.172], [0.781, -0.729, 1.824], [0.945, 2.516, 0.243], [2.323, 1.930, -0.662], [0.827, 2.086, -1.353]], "lowdin_charge": [-0.1394, -0.2605, -0.3472, -0.2439, 0.0144, 0.0033, -0.0119, -0.2428, 0.0506, 0.1840, 0.0533, 0.1459, 0.0743, 0.1074, 0.1164, 0.1010, 0.0953, 0.0829, 0.1250, 0.0919]}

---

[6]
{"formula": "C7H9NO3", "method": "ωB97M-V/def2-TZVPD", "e_tot_ha": -552.305233, "mol_weight_g_mol": 155.15, "homo_energy_ev": [-8.0, -7.6], "multiplicity": 1, "homo_lumo_gap_ev": [5.15, 4.13], "relative_energy_kj_mol": 787.3, "symbols": ["C", "C", "C", "C", "C", "C", "C", "N", "O", "O", "O", "H", "H", "H", "H", "H", "H", "H", "H", "H"], "coordinates": [[-1.576, 1.411, -0.106], [-0.127, 1.674, -0.621], [0.810, 0.727, 0.161], [-0.996, -0.924, -0.807], [-0.060, -0.841, 1.556], [0.214, -0.792, 0.145], [-1.996, 0.040, -0.324], [-3.320, -0.478, -0.117], [-2.180, 2.292, 0.462], [-3.507, -1.666, -0.272], [-4.210, 0.238, 0.295], [-0.231, 1.652, -1.776], [0.284, 2.739, -0.529], [1.744, 0.891, -0.298], [0.901, 1.005, 1.170], [-0.554, -0.656, -1.725], [-1.295, -2.001, -0.650], [-0.994, -0.350, 1.924], [0.663, -1.219, 2.181], [0.867, -1.638, 0.005]], "lowdin_charge": [-0.4171, -0.0989, -0.0748, -0.1045, 0.2814, -0.2887, -0.1443, -0.4013, 0.0645, 0.0119, 0.0600, 0.1506, 0.1422, 0.1090, 0.0938, 0.1041, 0.1465, 0.1445, 0.0828, 0.1383]}

---

[7]
{"formula": "C7H9NO3P", "method": "ωB97M-V/def2-TZVPD", "e_tot_ha": -894.023399, "smiles": "CC=C=C/C=C\\C=N\\[P@](=O)([O-])O", "mol_weight_g_mol": 186.13, "homo_energy_ev": -5.1, "multiplicity": 1, "total_charge": -1, "homo_lumo_gap_ev": 8.44, "relative_energy_kj_mol": 174.9, "symbols": ["C", "C", "C", "C", "C", "C", "C", "N", "O", "O", "O", "P", "H", "H", "H", "H", "H", "H", "H", "H", "H"], "coordinates": [[-1.833, -2.063, -0.037], [-0.933, -1.924, -1.026], [-1.703, -1.488, 1.307], [0.319, -1.207, -0.916], [-0.775, -0.590, 1.565], [-0.178, 1.755, 1.225], [-0.054, 0.447, 1.977], [0.479, -0.199, -1.661], [2.936, 0.523, -2.589], [1.421, 2.191, -1.468], [2.461, 0.428, 0.032], [2.023, 0.666, -1.349], [-2.766, -2.424, -0.345], [-1.233, -2.034, -2.102], [-2.578, -1.547, 1.858], [0.907, -1.568, -0.128], [-0.352, 2.533, 2.104], [-1.032, 1.771, 0.624], [0.693, 2.026, 0.711], [0.707, 0.330, 2.698], [1.491, 2.375, -2.481]], "lowdin_charge": [-0.1229, -0.1110, -0.1071, -0.3085, -0.0333, -0.0869, -0.1285, 0.0193, -0.4309, -0.2566, -0.3451, 0.2179, 0.0667, 0.1127, 0.0665, 0.0912, 0.1065, 0.0534, 0.0111, 0.0883, 0.0972]}

---

[8]
{"formula": "C7H9NOS", "method": "ωB97M-V/def2-TZVPD", "e_tot_ha": -800.087204, "mol_weight_g_mol": 155.22, "homo_energy_ev": [-6.3, -6.2], "multiplicity": 1, "homo_lumo_gap_ev": [4.54, 4.48], "relative_energy_kj_mol": 517.1, "symbols": ["C", "C", "C", "C", "C", "C", "C", "N", "O", "S", "H", "H", "H", "H", "H", "H", "H", "H", "H"], "coordinates": [[1.176, -0.341, -2.641], [1.122, -0.712, -0.402], [1.348, -1.302, -1.677], [0.881, 0.584, -0.369], [0.680, 1.533, 0.644], [-1.447, 0.557, 1.369], [-2.576, 0.725, 2.321], [1.651, -2.665, -1.783], [-0.594, 1.544, 1.371], [0.753, 1.165, -2.091], [1.324, -0.598, -3.698], [1.476, 1.326, 1.482], [0.685, 2.577, 0.427], [-1.195, -0.463, 0.987], [-3.408, -0.053, 2.330], [-3.159, 1.544, 2.079], [-2.353, 0.973, 3.297], [1.699, -3.170, -2.607], [1.936, -3.225, -1.039]], "lowdin_charge": [-0.4767, -0.1173, -0.4485, -0.6196, -0.2091, 0.0187, -0.0087, 0.0892, 0.0196, 0.8902, 0.0686, 0.1726, 0.1135, 0.1453, 0.1252, 0.0672, 0.0733, 0.0478, 0.0488]}

---

[9]
{"formula": "C7H9NS", "method": "ωB97M-V/def2-TZVPD", "e_tot_ha": -724.933456, "smiles": "CC1=CN=CSC=C1C", "mol_weight_g_mol": 139.22, "homo_energy_ev": [-8.4, -8.4], "multiplicity": 1, "homo_lumo_gap_ev": [9.02, 9.02], "relative_energy_kj_mol": 289.0, "symbols": ["C", "C", "C", "C", "C", "C", "C", "N", "S", "H", "H", "H", "H", "H", "H", "H", "H", "H"], "coordinates": [[-2.851, -0.626, -0.741], [0.214, -0.804, 0.348], [-0.368, 0.519, 0.243], [-0.909, -1.645, 0.338], [-1.541, 0.529, 0.980], [1.596, -1.210, 0.575], [-0.102, 1.591, -0.862], [-1.937, -1.483, -0.619], [-3.038, 0.902, 0.228], [-3.600, -0.816, -1.467], [-0.813, -2.679, 0.614], [-1.581, 0.205, 2.111], [1.801, -1.448, 1.682], [2.248, -0.491, 0.150], [1.951, -2.138, 0.152], [0.922, 1.846, -0.915], [-0.468, 2.574, -0.547], [-0.336, 1.352, -1.930]], "lowdin_charge": [-0.4149, -0.2663, -0.3028, -0.0861, -0.4773, -0.0616, -0.0550, 0.0087, 0.9120, 0.0605, 0.1096, 0.1197, 0.1156, 0.0633, 0.0682, 0.0429, 0.0700, 0.0933]}

---

[10]
{"formula": "C7H9NS2", "method": "ωB97M-V/def2-TZVPD", "e_tot_ha": -1123.084205, "mol_weight_g_mol": 171.29, "homo_energy_ev": -8.0, "multiplicity": 1, "homo_lumo_gap_ev": 8.31, "relative_energy_kj_mol": 324.6, "symbols": ["C", "C", "C", "C", "C", "C", "C", "N", "S", "S", "H", "H", "H", "H", "H", "H", "H", "H", "H"], "coordinates": [[0.429, 0.111, -2.017], [0.083, 1.161, -1.287], [-2.016, -0.316, -0.003], [-0.695, 1.668, -0.376], [0.557, -1.053, -0.924], [1.724, -2.250, -1.287], [-2.868, 1.879, 0.580], [-1.871, 1.030, -0.030], [-3.348, -0.869, 0.698], [-1.215, -1.641, -0.929], [0.594, 0.274, -3.085], [-0.501, 2.665, -0.031], [0.583, -0.667, 0.071], [2.535, -1.564, -1.605], [1.311, -2.630, -2.234], [2.230, -3.002, -0.673], [-3.926, 1.439, 0.652], [-2.528, 2.264, 1.639], [-2.850, 2.673, -0.091]], "lowdin_charge": [-0.0900, -0.0598, -1.0736, -0.1436, -0.5037, -0.0561, -0.1149, -0.2293, 0.6662, 0.8857, 0.1140, 0.1150, 0.0685, 0.0568, 0.0546, 0.0592, 0.0565, 0.1377, 0.0568]}

---

[11]
{"formula": "C7H9NS2", "method": "ωB97M-V/def2-TZVPD", "e_tot_ha": -1123.163380, "smiles": "NS[C@@H]1C=CC=C/C1=C\\S", "mol_weight_g_mol": 171.29, "homo_energy_ev": -7.5, "multiplicity": 1, "homo_lumo_gap_ev": 7.57, "relative_energy_kj_mol": 116.7, "symbols": ["C", "C", "C", "C", "C", "C", "C", "N", "S", "S", "H", "H", "H", "H", "H", "H", "H", "H", "H"], "coordinates": [[1.287, 0.712, 1.725], [1.310, -0.352, 0.897], [0.433, 1.812, 1.411], [0.589, -0.400, -0.314], [-0.410, 1.841, 0.363], [-0.307, 0.722, -0.677], [-0.963, 0.751, -1.872], [-0.080, -3.236, 0.422], [-2.279, 1.899, -2.161], [-0.483, -1.946, -0.460], [1.853, 0.832, 2.619], [1.782, -1.336, 1.135], [0.415, 2.687, 2.055], [1.444, -0.599, -1.139], [-1.069, 2.673, 0.027], [-0.893, -0.017, -2.594], [-0.029, -3.215, 1.434], [0.419, -4.020, 0.123], [-3.019, 1.190, -2.995]], "lowdin_charge": [-0.0824, -0.1569, -0.1044, -0.5450, -0.0327, -0.3545, -0.4727, -0.4032, 0.7464, 0.8910, 0.0949, 0.1166, 0.1041, 0.1665, 0.0834, 0.0439, 0.0470, 0.0114, -0.1536]}

---

[12]
{"formula": "C7H9O2P", "method": "ωB97M-V/def2-TZVPD", "e_tot_ha": -763.761335, "mol_weight_g_mol": 156.12, "homo_energy_ev": [-6.2, -8.8], "multiplicity": 3, "homo_lumo_gap_ev": [6.96, 6.64], "relative_energy_kj_mol": 78.7, "symbols": ["C", "C", "C", "C", "C", "C", "C", "O", "O", "P", "H", "H", "H", "H", "H", "H", "H", "H", "H"], "coordinates": [[1.746, 0.171, -0.646], [0.837, -0.723, -1.036], [0.214, 1.713, 0.572], [-0.810, 0.676, 0.138], [1.635, 1.332, 0.344], [-0.540, -0.714, -0.384], [-0.561, -1.547, 0.948], [-2.851, 2.217, -0.364], [-1.619, -0.868, -1.343], [-2.617, 0.835, 0.043], [2.701, -0.016, -1.227], [0.900, -1.477, -1.763], [-0.201, 2.533, 1.100], [2.295, 1.085, 1.178], [2.274, 2.046, -0.018], [-0.984, -2.655, 0.814], [-1.164, -1.127, 1.664], [0.409, -1.638, 1.391], [-1.664, -1.843, -1.408]], "mulliken_spin": [0.0173, 0.0139, 0.3687, 0.0819, -0.0386, -0.0207, 0.0269, 0.5274, 0.0022, 0.9762, 0.0034, 0.0023, 0.0154, 0.0231, 0.0143, -0.0085, -0.0089, 0.0029, 0.0008]}

---

[13]
{"formula": "C7H9OP", "method": "ωB97M-V/def2-TZVPD", "e_tot_ha": -688.445680, "mol_weight_g_mol": 140.12, "homo_energy_ev": [-6.0, -9.0], "multiplicity": 3, "homo_lumo_gap_ev": [6.98, 7.85], "relative_energy_kj_mol": 414.8, "symbols": ["C", "C", "C", "C", "C", "C", "C", "O", "P", "H", "H", "H", "H", "H", "H", "H", "H", "H"], "coordinates": [[0.682, -1.556, 0.040], [1.336, -0.261, 0.012], [0.612, 0.749, -0.365], [-1.905, -0.590, 0.764], [-2.655, 0.529, 0.686], [2.772, -0.257, 0.569], [0.114, 1.816, -0.933], [-3.134, 1.052, -0.480], [-0.973, -1.635, -0.122], [1.180, -2.375, -0.184], [-3.135, 0.843, 1.611], [3.019, 0.829, 0.848], [3.419, -0.639, -0.170], [2.732, -0.945, 1.348], [-0.427, 2.499, -0.435], [-2.432, 0.932, -1.132], [0.145, 1.946, -2.050], [-1.349, -2.938, -0.005]], "mulliken_spin": [0.6049, -0.1168, 0.2849, 0.7238, -0.0718, 0.0393, -0.0294, 0.0369, 0.4288, 0.0151, 0.0325, -0.0004, -0.0024, -0.0223, 0.0132, -0.0060, 0.0240, 0.0457]}